Record 1
Density functional theory data (ωB97M-V/def2-TZVPD) for 7 unconnected molecules or ions with the total composition C12H38O10 in a non-equilibrium geometry.

```
! wB97M-V def2-TZVPD RIJCOSX def2/J DEFGRID3
* xyz 0 1
O -3.452 -6.099 1.975
C -4.397 -5.273 1.437
C -5.710 -5.976 1.127
O -6.530 -6.038 2.210
H -3.896 -6.605 2.659
H -4.603 -4.614 2.281
H -4.116 -4.639 0.596
H -5.555 -6.979 0.731
H -6.134 -5.480 0.254
H -6.056 -6.590 2.836
O 9.867 5.448 -1.683
C 9.179 4.966 -0.541
C 8.127 5.921 0.085
O 6.893 6.085 -0.643
H 10.156 4.650 -2.132
H 8.640 4.047 -0.774
H 9.970 4.641 0.136
H 8.573 6.875 0.363
H 7.902 5.534 1.079
H 6.407 5.259 -0.591
O 2.360 2.182 -1.285
C 1.138 2.497 -1.820
C 0.110 2.501 -0.697
O -0.094 1.157 -0.257
H 2.660 1.284 -1.446
H 1.193 3.487 -2.273
H 0.971 1.796 -2.638
H -0.841 2.939 -0.997
H 0.437 3.185 0.087
H 0.761 0.797 -0.011
C -5.370 -0.022 -4.778
C -4.363 -0.915 -5.473
O -4.343 -0.747 -6.881
H -4.962 0.988 -4.749
H -5.628 -0.195 -3.733
H -6.268 0.026 -5.394
H -4.508 -1.970 -5.241
H -3.360 -0.692 -5.109
H -3.433 -0.960 -7.100
C -5.321 3.716 3.879
C -5.619 2.181 3.802
O -4.380 1.523 3.911
H -5.005 4.057 4.865
H -6.159 4.378 3.663
H -4.559 4.091 3.195
H -6.063 1.920 2.842
H -6.278 1.811 4.587
H -3.886 1.647 3.097
C 1.778 -2.487 4.717
O 1.758 -3.259 3.559
H 2.161 -3.102 5.531
H 2.407 -1.618 4.520
H 0.737 -2.218 4.896
H 0.930 -3.741 3.490
C 6.239 -3.678 -1.838
O 5.170 -2.796 -2.289
H 5.926 -4.535 -1.241
H 6.885 -4.047 -2.635
H 6.858 -3.098 -1.154
H 4.694 -3.220 -3.007
*
```

Results
SMILES: OCCO.OCCO.OCCO.CCO.CCO.CO.CO
Calculated total energy, Eh: -1232.199319
Energy relative to the best compared isomer or geometry (same formula, charge and spin), kcal per mole: 79.8
Kohn-Sham gap, eV: 10.4
LUMO energy, eV: 0.26
E_HOMO, eV: -10.155

Record 2
Density functional theory data (ωB97M-V/def2-TZVPD) for 4 unconnected molecules or ions with the total composition C3H12O4 in a non-equilibrium geometry.

```
! wB97M-V def2-TZVPD RIJCOSX def2/J DEFGRID3
* xyz 1 2
C 0.321 -0.671 1.659
C 0.175 0.637 1.129
O -0.457 0.762 -0.060
C 0.667 1.915 1.818
H 0.970 -0.677 2.536
H -0.563 -1.270 1.457
H -0.716 -0.172 -0.205
H 1.232 1.536 2.684
H 1.524 2.251 1.205
H -0.121 2.663 1.867
H -0.276 -2.694 -2.281
H -0.307 -2.667 -0.816
O 0.264 -2.377 -1.540
H -3.789 1.915 0.241
H -2.607 0.913 0.367
O -3.558 0.983 0.296
H 2.387 -1.760 -3.231
H 2.105 -0.304 -3.451
O 2.749 -0.984 -3.674
*
```

Results
Calculated total energy, Eh: -422.074816
Energy relative to the best compared isomer or geometry (same formula, charge and spin), kcal per mole: 37.9
Kohn-Sham gap (alpha / beta), eV: 8.5 / 5.2
LUMO energy (alpha / beta), eV: -5.38 / -8.60
E_HOMO (alpha / beta), eV: -13.839 / -13.839

Record 3
Density functional theory data (ωB97M-V/def2-TZVPD) for a molecular structure, C9H4BrLaNO4 in a non-equilibrium geometry.

```
! wB97M-V def2-TZVPD RIJCOSX def2/J DEFGRID3
* xyz 3 1
La -0.033 -0.029 0.421
O -0.568 3.231 -0.004
C -0.362 2.058 -0.053
C 1.972 -0.720 -0.061
O 3.068 -1.118 -0.003
C -1.615 -1.355 -0.046
O -2.498 -2.097 -0.003
C 0.002 0.001 -2.020
O 0.000 0.001 -3.129
Br 1.629 -2.154 5.545
C 1.207 -0.599 4.541
C 1.206 0.646 5.150
C 0.891 1.780 4.402
C 0.571 1.681 3.034
N 0.613 0.422 2.563
C 0.896 -0.737 3.194
H 1.444 0.749 6.197
H 0.877 2.759 4.832
H 0.328 2.497 2.442
H 0.885 -1.682 2.684
*
```

Results
Calculated total energy, Eh: -3305.259169
Energy relative to the best compared isomer or geometry (same formula, charge and spin), kcal per mole: 0.0
Kohn-Sham gap, eV: 4.0
LUMO energy, eV: -15.12
E_HOMO, eV: -19.142

Record 4
Density functional theory data (ωB97M-V/def2-TZVPD) for a molecular structure, C33H27Br2ClFeN5O6 in a non-equilibrium geometry.

```
! wB97M-V def2-TZVPD RIJCOSX def2/J DEFGRID3
* xyz 0 6
Fe 0.789 -0.365 0.205
C 0.912 -2.235 -3.461
C 0.428 -0.817 -3.508
C -0.393 -0.510 -4.602
C -0.725 0.773 -4.902
C -0.229 1.846 -4.175
C 0.640 1.595 -3.146
C 1.455 2.797 -2.712
C 0.901 0.221 -2.767
N 1.758 -0.022 -1.663
C 3.115 -0.030 -1.971
O 3.718 0.076 -3.045
C 3.978 -0.136 -0.725
C 5.375 -0.203 -0.651
C 5.959 -0.376 0.596
C 5.144 -0.428 1.746
C 3.795 -0.335 1.536
N 3.225 -0.275 0.340
C 2.820 -0.088 2.657
O 3.171 0.141 3.787
N 1.507 -0.338 2.230
C 0.536 0.057 3.091
C -0.422 -0.907 3.583
C -0.324 -2.417 3.477
C -1.421 -0.501 4.448
C -1.502 0.815 4.841
C -0.549 1.781 4.390
C 0.417 1.448 3.499
C 1.223 2.561 2.989
H 0.162 -2.949 -3.766
H 1.271 -2.495 -2.433
H 1.764 -2.371 -4.152
H -0.843 -1.277 -5.241
H -1.396 0.974 -5.749
H -0.595 2.844 -4.457
H 0.985 3.701 -3.065
H 1.556 2.915 -1.644
H 2.432 2.682 -3.198
H 5.987 -0.072 -1.548
H 7.060 -0.358 0.639
H 5.529 -0.494 2.748
H 0.088 -2.794 2.547
H -1.314 -2.830 3.607
H 0.268 -2.857 4.287
H -2.153 -1.209 4.757
H -2.262 1.198 5.509
H -0.649 2.818 4.693
H 0.596 3.459 2.848
H 1.705 2.343 2.044
H 2.025 2.843 3.681
Br -4.687 3.773 -1.788
C -3.285 2.433 -1.398
C -2.068 3.035 -1.112
C -1.076 2.268 -0.576
N -1.147 0.943 -0.307
C -2.235 0.352 -0.808
C -3.385 1.070 -1.272
C -2.136 -1.134 -0.794
C -3.183 -1.966 -1.182
C -3.005 -3.331 -1.289
Br -4.114 -4.749 -1.902
C -1.731 -3.778 -0.907
C -0.760 -2.893 -0.547
N -0.887 -1.571 -0.530
H -1.835 4.087 -1.255
H -0.155 2.684 -0.316
H -4.326 0.594 -1.427
H -4.103 -1.477 -1.470
H -1.424 -4.769 -0.935
H 0.226 -3.238 -0.352
O -4.109 0.795 1.885
Cl -4.442 -0.514 2.383
O -5.530 -1.020 1.646
O -4.852 -0.420 3.770
O -3.269 -1.371 2.286
*
```

Results
Calculated total energy, Eh: -8870.604741
Kohn-Sham gap (alpha / beta), eV: 7.5 / 5.1
LUMO energy (alpha / beta), eV: -1.03 / -3.62
E_HOMO (alpha / beta), eV: -8.581 / -8.697

Record 5
Density functional theory data (ωB97M-V/def2-TZVPD) for 3 unconnected molecules or ions with the total composition C4H14O2S2 in a non-equilibrium geometry.

```
! wB97M-V def2-TZVPD RIJCOSX def2/J DEFGRID3
* xyz 0 1
C 0.374 -0.625 0.078
C -0.684 -1.791 0.482
C -0.730 -1.904 1.911
S -2.197 -1.026 2.629
S -2.102 0.883 2.390
C -2.716 1.451 0.706
H 1.374 -1.104 -0.188
H -0.063 -0.120 -0.842
H 0.620 0.095 0.978
H -1.719 -1.386 0.011
H -0.289 -2.562 -0.147
H -0.761 -3.019 2.220
H 0.261 -1.617 2.390
H -3.665 0.707 0.439
H -3.073 2.429 1.113
H -1.940 1.714 -0.044
O 5.036 -0.536 -5.038
H 4.188 -0.064 -5.062
H 5.106 -1.186 -5.643
O 5.205 3.071 -5.441
H 4.299 3.196 -5.015
H 5.047 2.140 -5.745
*
```

Results
SMILES: CCCSSC.O.O
Calculated total energy, Eh: -1107.563623
Energy relative to the best compared isomer or geometry (same formula, charge and spin), kcal per mole: 54.3
Kohn-Sham gap, eV: 9.1
LUMO energy, eV: 0.37
E_HOMO, eV: -8.725

Record 6
Density functional theory data (ωB97M-V/def2-TZVPD) for a molecular structure, C24H23Cl2MoN8O7S2 in a non-equilibrium geometry.

```
! wB97M-V def2-TZVPD RIJCOSX def2/J DEFGRID3
* xyz -1 3
Mo -0.365 -1.025 0.501
N 0.922 -1.633 5.326
C 0.530 -1.485 4.033
S 0.188 0.230 3.590
N 0.349 -2.511 3.274
N 0.380 -2.652 1.950
C 0.399 -3.899 1.470
C 0.324 -4.380 0.130
C -0.076 -5.721 -0.105
C -0.036 -6.219 -1.360
C -0.112 -5.338 -2.442
C 0.056 -3.945 -2.283
C 0.355 -3.485 -1.003
O 0.689 -2.256 -0.743
H 0.857 -0.831 5.902
H 0.881 -2.531 5.852
H 0.649 -4.617 2.286
H -0.531 -6.360 0.672
H 0.000 -7.280 -1.453
H -0.471 -5.761 -3.386
H 0.080 -3.211 -3.074
C 3.526 -1.872 1.482
C 3.065 -0.465 1.258
N 1.826 -0.175 0.939
C 1.806 1.195 0.678
C 3.055 1.661 1.048
N 3.790 0.614 1.513
C 3.604 3.035 1.017
O 2.927 4.055 0.466
O 4.713 3.162 1.533
C 0.564 1.849 0.125
O 0.436 3.093 -0.009
O -0.255 0.945 -0.321
H 4.429 -2.068 0.885
H 2.729 -2.587 1.160
H 3.703 -2.070 2.534
H 4.722 0.710 1.923
H 1.962 3.676 0.277
Cl -1.213 3.051 3.397
C -2.413 2.052 2.740
C -3.586 2.730 2.439
C -4.736 1.984 2.287
C -4.643 0.563 2.369
C -3.419 -0.091 2.539
Cl -3.261 -1.678 3.091
C -2.169 0.628 2.474
N -0.894 0.066 2.362
H -3.579 3.783 2.636
H -5.780 2.416 2.241
H -5.459 -0.109 2.341
S 0.243 0.007 -4.241
C -0.107 1.689 -4.275
N -0.101 2.299 -5.481
C -0.464 3.681 -5.708
C -0.311 4.515 -4.440
C -0.959 3.752 -3.255
N -0.241 2.449 -3.171
H -0.146 1.617 -6.211
H -1.515 3.665 -6.107
H 0.075 4.084 -6.562
H -0.660 5.549 -4.515
H 0.787 4.446 -4.181
H -2.066 3.586 -3.335
H -0.687 4.288 -2.324
H -0.305 1.953 -2.282
O -2.222 -1.872 0.315
O -1.837 -0.949 -0.787
*
```

Results
Calculated total energy, Eh: -3678.090982
Energy relative to the best compared isomer or geometry (same formula, charge and spin), kcal per mole: 0.0
Kohn-Sham gap (alpha / beta), eV: 6.6 / 7.2
LUMO energy (alpha / beta), eV: 2.23 / 2.22
E_HOMO (alpha / beta), eV: -4.414 / -4.999